# 1
Formula: C11H15N
Source: the Open Molecules 2025 dataset
Level of theory: ωB97M-V/def2-TZVPD

The calculation puts the LUMO energy (spin up / spin down) at -4.0 / -7.3 eV. For the energy above the lowest of the compared OMol25 structures with the same formula, charge and spin, the calculation gives 59.3 kcal per mole. The gap between HOMO and LUMO (spin up / spin down) comes out at 9.028 / 5.698 eV. The total energy is -482.541967 Eh.

Structure (ORCA input):
```
! RIJCOSX wB97M-V def2-TZVPD def2/J DEFGRID3
* xyz 1 2
C 0.22758 -1.41186 0.66606
C 1.78451 0.44518 -2.39969
H 2.52582 1.08209 -2.62904
C -2.00899 -0.26080 1.18730
H -0.36997 -0.10283 -2.67389
C 0.44708 0.34005 -3.25866
C -2.68013 -1.19701 0.25032
C 1.33401 1.14607 1.70496
C -2.27347 0.72922 2.15713
C -0.56452 -0.33258 1.07679
H 0.81753 -0.21694 -4.08074
N -1.04491 1.39356 2.44822
H -2.66247 -0.70689 -0.81197
C -0.01953 0.77943 1.83460
H -3.18729 0.96259 2.47014
H 0.03897 1.32267 -3.48474
H 1.76332 2.07657 2.10852
H -3.72182 -1.34111 0.46749
H -2.22561 -2.09820 0.00298
C 2.19417 0.04608 1.24515
H 3.26075 0.22479 1.18236
H 2.12416 -0.54142 -2.23300
C 1.56133 -1.18056 0.77286
H -0.14916 -2.27772 0.05550
H 2.23467 -1.93594 0.20479
H -1.06029 2.15493 3.09374
H 1.65429 0.90065 -1.35717
*
```


# 2
Formula: C11H15NO2S
Source: the Open Molecules 2025 dataset
Level of theory: ωB97M-V/def2-TZVPD

The calculation puts the LUMO energy (spin up / spin down) at -0.7 / -0.7 eV. For the energy above the lowest of the compared OMol25 structures with the same formula, charge and spin, the calculation gives 87.9 kcal per mole. The gap between HOMO and LUMO (spin up / spin down) comes out at 6.812 / 6.810 eV. The total energy is -1031.411987 Eh.

Structure (ORCA input):
```
! RIJCOSX wB97M-V def2-TZVPD def2/J DEFGRID3
* xyz 0 1
H -3.45854 -2.25302 0.48629
S 2.78266 -0.71497 -0.23955
N -0.13196 1.57314 0.28694
H 1.33805 -0.42605 -1.94412
C 1.46198 -1.20160 -1.09189
C 0.83812 1.04386 1.04317
C 0.12553 -1.50053 -0.64954
C -0.03042 -2.04803 0.64481
C -0.95800 -1.21214 -1.47958
H 0.41014 0.53919 1.96231
C 2.19213 1.15310 0.90112
H -3.19493 -1.28838 -1.62037
C 0.14218 2.66190 -0.60851
O 3.40165 -1.46180 0.86534
H 0.80041 -2.13232 1.19799
H 1.22449 2.70358 -0.69761
H -1.52713 -2.70986 2.09720
H -0.28985 2.55526 -1.59744
O 3.71606 -0.22864 -1.24160
C -2.43857 -2.00784 0.23744
H 2.58382 1.79993 0.13249
H -1.68119 0.52458 1.24253
H -0.23477 3.57433 -0.17565
H 2.91420 0.94832 1.57131
H -0.72944 -0.69568 -2.40590
C -1.37808 -2.36456 1.07349
C -2.20926 -1.54279 -1.04110
H -1.96698 2.31521 0.91298
H -2.15245 1.02902 -0.39469
C -1.54986 1.36679 0.53216
*
```


# 3
Formula: C11H15NO3
Source: the Open Molecules 2025 dataset
Level of theory: ωB97M-V/def2-TZVPD

The calculation puts the LUMO energy (spin up / spin down) at -0.3 / -0.3 eV. For the energy above the lowest of the compared OMol25 structures with the same formula, charge and spin, the calculation gives 146.6 kcal per mole. The gap between HOMO and LUMO (spin up / spin down) comes out at 8.212 / 8.213 eV. The total energy is -708.403914 Eh.

Structure (ORCA input):
```
! RIJCOSX wB97M-V def2-TZVPD def2/J DEFGRID3
* xyz 0 1
C -1.48110 -0.26172 0.46380
H -1.92932 2.32866 0.91798
H -0.87439 -3.60767 -0.47831
H 3.34820 -0.58168 -1.91105
C -0.56266 1.58482 -0.45036
H -1.25583 3.47588 -0.24665
H -1.44312 -0.99922 -1.48158
C 2.80684 0.52692 1.15390
C 2.82642 -0.11915 -1.12416
H 1.11705 1.20855 1.99474
N -2.69449 0.37000 0.27071
H -2.46998 -2.97561 -0.19212
C -1.43996 -2.82163 -0.02964
H -1.93399 1.65130 -1.71280
C 1.63002 0.62526 -1.24312
O -3.13543 0.50956 -0.89870
O -3.18549 1.00661 1.19620
H -1.16820 -0.30388 1.53947
C 1.49396 0.99364 1.11914
C 0.84987 1.13964 -0.16009
H -1.35582 -3.00008 0.95347
H 4.44255 -0.47106 0.02064
O -0.93589 1.36462 -1.67488
C -1.15072 -1.36773 -0.51066
H -0.11614 -1.19051 -0.68538
C -1.07662 2.70323 0.46124
H 1.13518 0.69177 -2.26991
H 3.17898 0.70266 2.16031
C 3.49884 -0.02037 0.06290
H -0.42485 3.11120 1.13529
*
```


# 4
Formula: C11H15NO4S
Source: the Open Molecules 2025 dataset
Level of theory: ωB97M-V/def2-TZVPD

The SMILES is CSCC[C@H](NC(=O)c1occc1C)C(=O)O. The calculation puts the LUMO energy at 0.7 eV. For the energy above the lowest of the compared OMol25 structures with the same formula, charge and spin, the calculation gives 2.4 kcal per mole. The gap between HOMO and LUMO comes out at 9.372 eV. The total energy is -1182.088985 Eh.

Structure (ORCA input):
```
! RIJCOSX wB97M-V def2-TZVPD def2/J DEFGRID3
* xyz 0 1
C -2.78129 -0.16214 -1.12442
H -3.90167 -1.65588 -0.06705
C -1.86482 1.80296 0.18132
H 4.47050 2.12065 -0.08908
H -2.62967 -0.72993 -2.04520
S -1.66241 -2.45071 0.07236
H -2.91365 -0.63544 0.99746
H -1.43496 -2.25997 2.45858
C 1.93698 0.07504 -0.27100
O -2.37056 2.88241 0.06077
C -1.62918 0.84170 -0.98525
N -0.35648 0.17857 -0.84477
C 3.97594 -0.75195 0.05905
H 0.10007 -2.63601 1.64327
C 3.20212 0.43489 0.13603
H -0.53527 -0.97206 1.60371
O 1.90596 -1.24912 -0.58557
O -1.56194 1.27098 1.37422
C 3.13814 -1.72912 -0.38158
H 2.84414 2.48328 0.52050
C -2.94747 -1.13858 0.03479
H 3.29576 -2.77088 -0.58247
O 0.63691 2.05340 -0.09722
H -3.70558 0.41083 -1.23098
H -0.30299 -0.81635 -1.01770
H 4.05736 1.73541 1.57954
C 3.66837 1.77787 0.56306
C 0.71162 0.86885 -0.39002
H 5.01410 -0.85320 0.30081
C -0.79647 -2.02549 1.61127
H -1.61974 1.47891 -1.88318
H -1.66390 1.94590 2.06314
*
```


# 5
Formula: C11H15NOS
Source: the Open Molecules 2025 dataset
Level of theory: ωB97M-V/def2-TZVPD

The calculation puts the LUMO energy at -0.5 eV. For the energy above the lowest of the compared OMol25 structures with the same formula, charge and spin, the calculation gives 103.8 kcal per mole. The gap between HOMO and LUMO comes out at 8.721 eV. The total energy is -956.201679 Eh.

Structure (ORCA input):
```
! RIJCOSX wB97M-V def2-TZVPD def2/J DEFGRID3
* xyz 0 1
H -3.78160 -2.48221 1.76136
H -3.21574 -3.51168 -0.67240
H 4.28296 1.20396 -1.53980
C -1.56178 0.07774 -1.31914
H -1.50624 -0.62659 -2.11933
S 0.71318 0.95291 -2.23689
H 2.45466 4.74634 0.50943
C -2.71481 -2.60804 -1.03867
H -2.60959 -1.04830 2.14042
N -0.72931 1.14296 -1.62976
H -1.77776 -2.89059 -1.52670
H 0.82140 3.20965 1.35240
H -3.23014 -2.03565 -1.76303
C 1.63127 2.85088 0.76456
C -2.53277 -1.70441 0.21220
C 3.67216 3.07526 -0.54052
C 2.70276 0.93426 -0.13049
H -2.63012 0.43910 -1.51951
C 3.60179 1.73004 -0.80171
C -1.41962 -0.62234 0.09348
H 0.82114 1.08746 1.13922
C -3.02975 -1.81085 1.39910
O 1.28789 2.22546 -2.60209
H 2.78527 -0.07829 -0.48115
H 4.42328 3.62838 -1.12255
H -0.45441 -1.08906 0.17819
H -1.60332 0.13223 0.89088
C 1.75314 1.48825 0.71429
C 2.63559 3.63833 0.20109
*
```


# 6
Formula: C11H15NPS
Source: the Open Molecules 2025 dataset
Level of theory: ωB97M-V/def2-TZVPD

The SMILES is C=C(C)c1ccc2c(c1)C[C@]([NH3+])(P)S2. The calculation puts the LUMO energy at -3.6 eV. For the energy above the lowest of the compared OMol25 structures with the same formula, charge and spin, the calculation gives 8.0 kcal per mole. The gap between HOMO and LUMO comes out at 7.310 eV. The total energy is -1222.092474 Eh.

Structure (ORCA input):
```
! RIJCOSX wB97M-V def2-TZVPD def2/J DEFGRID3
* xyz 1 1
C -2.27939 -0.81445 3.46917
C -0.07061 0.07351 -0.81151
H 2.34970 0.56859 -3.89693
H 0.59294 -1.48487 3.50675
P 1.96273 2.92140 -1.63747
C -0.31539 -2.08284 2.94862
H -2.43326 -1.44852 4.32634
H -3.46504 0.52882 1.08354
C 1.10212 0.10460 -1.78058
C -2.38045 0.35425 0.73261
C -0.10118 -0.38597 0.50834
C -1.38056 -1.15050 2.49612
H -3.05394 1.64030 -0.77384
S -0.81361 1.76986 -2.65143
C -1.19632 0.79711 -1.26279
H 2.04717 2.10757 -0.48951
H 0.93320 -0.75570 -2.54885
H 2.12066 -0.19001 -1.29064
H 0.85493 1.00618 -4.56692
N 1.60191 1.35316 -3.88226
C -2.31149 0.99182 -0.48025
H 0.02161 -2.60232 2.03745
H -3.18581 -0.29429 3.20780
C -1.32336 -0.43514 1.24922
H 0.86088 -0.75119 1.01651
H 1.83589 2.31237 -4.18145
H -0.79258 -2.73671 3.72702
H 0.87772 3.50453 -1.21806
C 1.07017 1.38561 -2.46479
*
```